1.
{"formula": "C25H39AsBr4IrNO6SSi3", "method": "ωB97M-V/def2-TZVPD", "de_lowest_kcal_mol": 56.1, "homo_lumo_gap_ev": [5.98, 5.98], "lumo_energy_ev": [-1.68, -1.68], "e_homo_ev": [-7.7, -7.7], "charge": 0, "largest_force_ev_per_a": 4.4, "energy_ev": -418651.1563, "elements": ["Ir", "Br", "C", "C", "Br", "C", "Br", "C", "O", "C", "O", "C", "Br", "C", "C", "C", "C", "C", "C", "C", "S", "O", "O", "N", "C", "C", "C", "O", "O", "H", "H", "H", "H", "H", "H", "H", "H", "H", "H", "H", "H", "C", "Si", "C", "C", "As", "Si", "C", "C", "C", "Si", "C", "C", "C", "H", "H", "H", "H", "H", "H", "H", "H", "H", "H", "H", "H", "H", "H", "H", "H", "H", "H", "H", "H", "H", "H", "H", "H", "H", "H", "H"], "coordinates": [[0.064, -0.431, 0.011], [-5.353, -4.860, 0.669], [-4.041, -3.727, -0.063], [-3.768, -3.742, -1.429], [-4.697, -4.915, -2.575], [-2.805, -2.876, -1.946], [-2.442, -2.766, -3.794], [-2.079, -2.028, -1.117], [-1.146, -1.196, -1.553], [-2.355, -2.008, 0.242], [-1.666, -1.161, 0.976], [-3.340, -2.845, 0.756], [-3.682, -2.683, 2.607], [0.393, -1.877, 4.822], [1.069, -2.595, 3.686], [0.364, -2.846, 2.505], [0.973, -3.480, 1.436], [2.303, -3.876, 1.550], [3.006, -3.669, 2.725], [2.386, -3.024, 3.786], [3.093, -4.716, 0.201], [4.304, -5.297, 0.700], [2.124, -5.525, -0.471], [3.535, -3.528, -0.847], [4.442, -2.507, -0.305], [4.094, -1.111, -0.838], [2.660, -0.798, -0.492], [2.362, -0.047, 0.473], [1.739, -1.330, -1.172], [-0.618, -2.258, 4.969], [0.316, -0.812, 4.593], [0.953, -1.987, 5.750], [-0.678, -2.561, 2.450], [0.424, -3.720, 0.530], [4.021, -4.038, 2.800], [2.930, -2.869, 4.710], [2.718, -3.139, -1.310], [5.461, -2.777, -0.577], [4.378, -2.488, 0.786], [4.200, -1.107, -1.924], [4.751, -0.372, -0.387], [2.696, 3.114, -0.363], [1.018, 3.308, 0.452], [0.521, 5.113, 0.288], [1.058, 2.806, 2.256], [-0.534, 1.820, -0.586], [-2.741, 2.365, 0.134], [-3.060, 4.202, -0.130], [-2.890, 1.957, 1.959], [-4.023, 1.417, -0.854], [-0.426, 2.010, -2.982], [-0.545, 3.837, -3.420], [-1.839, 1.079, -3.766], [1.227, 1.253, -3.427], [3.461, 3.644, 0.208], [2.693, 3.518, -1.378], [2.982, 2.064, -0.406], [1.328, 5.746, 0.662], [-0.377, 5.340, 0.863], [0.333, 5.386, -0.752], [1.733, 3.437, 2.838], [1.401, 1.773, 2.346], [0.065, 2.871, 2.707], [-2.536, 4.815, 0.605], [-4.128, 4.411, -0.041], [-2.740, 4.530, -1.121], [-2.423, 2.716, 2.589], [-2.417, 0.995, 2.170], [-3.938, 1.886, 2.255], [-4.195, 1.875, -1.829], [-4.977, 1.411, -0.323], [-3.720, 0.380, -1.021], [-1.456, 4.275, -3.007], [-0.576, 3.968, -4.503], [0.306, 4.400, -3.031], [-2.785, 1.616, -3.680], [-1.947, 0.108, -3.282], [-1.645, 0.900, -4.825], [2.059, 1.782, -2.957], [1.396, 1.245, -4.505], [1.248, 0.220, -3.073]]}

2.
{"formula": "C6H10N2", "method": "ωB97M-V/def2-TZVPD", "de_lowest_kcal_mol": 65.9, "homo_lumo_gap_ev": 8.77, "lumo_energy_ev": 1.03, "e_homo_ev": -7.7, "charge": 0, "largest_force_ev_per_a": 0.9, "energy_ev": -9361.5784, "elements": ["C", "C", "C", "N", "N", "C", "C", "C", "H", "H", "H", "H", "H", "H", "H", "H", "H", "H"], "coordinates": [[-0.069, -0.532, 1.508], [-1.246, -1.809, -0.313], [-0.766, -0.502, 0.259], [0.382, 0.517, 2.085], [-0.666, 1.875, 0.088], [-0.971, 0.662, -0.410], [2.184, 0.692, -0.862], [2.148, 0.456, -2.029], [0.083, -1.543, 1.927], [2.199, 0.901, 0.168], [0.888, 0.336, 2.949], [-0.143, 1.824, 0.964], [-0.576, 2.667, -0.517], [-1.451, 0.648, -1.383], [-1.356, -1.747, -1.398], [-0.541, -2.608, -0.085], [-2.220, -2.078, 0.109], [2.122, 0.239, -3.061]]}

3.
{"formula": "C5H10O", "method": "ωB97M-V/def2-TZVPD", "de_lowest_kcal_mol": 36.0, "homo_lumo_gap_ev": 11.17, "lumo_energy_ev": 1.14, "e_homo_ev": -10.0, "charge": 0, "largest_force_ev_per_a": 1.6, "energy_ev": -7393.2043, "elements": ["C", "C", "C", "C", "C", "O", "H", "H", "H", "H", "H", "H", "H", "H", "H", "H"], "coordinates": [[0.778, -1.483, 0.198], [0.525, 0.014, -0.011], [0.953, 0.488, -1.394], [-0.944, 0.284, 0.162], [-1.544, 0.804, 1.379], [-1.473, 1.590, 0.161], [0.475, -1.806, 1.201], [1.839, -1.722, 0.071], [0.214, -2.080, -0.530], [1.073, 0.574, 0.757], [2.024, 0.332, -1.552], [0.728, 1.553, -1.512], [0.408, -0.062, -2.171], [-1.599, -0.328, -0.458], [-2.510, 0.393, 1.702], [-0.948, 1.451, 1.996]]}